The following is a DFT calculation (wB97M-V/def2-TZVPD) of 2 unconnected molecules or ions with the total composition CH3NS2.

```
7
Properties=species:S:1:pos:R:3:mulliken_charge:R:1
C -0.6981 -0.0008 -0.3041 -0.543
N 0.6162 -0.1384 -0.4451 -0.037
S 1.9670 -1.1811 0.3568 -0.044
S 1.7607 0.8875 0.2978 -0.064
H -0.9989 1.0435 -0.2941 0.284
H -1.2335 -0.6596 -0.8931 0.278
H -1.4134 0.0489 1.2820 0.126
```

Energy above the lowest of the compared OMol25 structures with the same formula, charge and spin in kcal/mol: 113.8
HOMO energy in eV: -8.576

***

The following is a DFT calculation (wB97M-V/def2-TZVPD) of a gas-phase ion, CH2O5P (charge -1).

```
9
Properties=species:S:1:pos:R:3:mulliken_charge:R:1
C -0.8717 0.5009 0.0087 0.121
O 1.1925 -1.6003 -0.0494 -0.708
O 2.4190 0.7497 -0.0761 -0.731
O 0.0460 0.5194 -1.0731 -0.475
O 0.0556 0.4962 1.1099 -0.488
O -1.6403 -0.5810 -0.0132 -0.484
P 1.2610 -0.1252 0.0145 1.069
H -1.4327 1.3468 -0.1178 0.362
H -1.0294 -1.3065 0.1966 0.333
```

Energy above the lowest of the compared OMol25 structures with the same formula, charge and spin in kcal/mol: 18.6
HOMO energy in eV: -5.691
Charge: -1

***

| no. | frontier orbital gap (eV) | strongest force on any atom (eV Å⁻¹) |
| --- | --- | --- |
| 1 | 7.79 | 5.91 |
| 2 | 9.81 | 3.55 |